Density functional theory data (the ωB97M-V functional and the def2-TZVPD basis) for a cluster of 2 separate species, CH3NOS in total at a distorted geometry.

Atoms and positions in Å:
C (-2.5392, 0.8574, 1.9919)
N (1.1142, -0.7028, -0.9699)
O (-3.0000, 0.1407, 1.2362)
S (1.0169, 0.9090, -0.3579)
H (1.7488, 0.8051, 0.7347)
H (0.2188, -1.2080, -0.6926)
H (1.4407, -0.8014, -1.9423)

Properties
Energy above the lowest of the compared OMol25 structures with the same formula, charge and spin, kJ/mol: 134.22
HOMO-LUMO gap, eV: 9.94
E_LUMO, Ha: 0.0255
Electronic energy, Eh: -568.049637

---

Density functional theory data (the ωB97M-V functional and the def2-TZVPD basis) for a structure of composition C31H51ClCoP2 at a distorted geometry.

Atoms and positions in Å:
Co (-0.3394, 0.0186, -0.6502)
C (-1.8008, 1.5866, 0.0411)
C (-2.2016, 0.6943, -1.0199)
C (-1.9860, -0.5136, 0.9595)
C (-1.7841, 0.8544, 1.2645)
C (-2.3070, -0.6267, -0.4386)
C (-1.7541, 3.0632, -0.0967)
H (-1.3967, 3.3640, -1.0908)
H (-1.1117, 3.5357, 0.6584)
H (-2.7642, 3.4905, 0.0217)
C (-1.7627, 1.4166, 2.6296)
H (-1.3576, 2.4348, 2.6546)
H (-1.1628, 0.7943, 3.3042)
H (-2.7792, 1.4602, 3.0579)
C (-2.0922, -1.5943, 1.9656)
H (-3.0998, -1.6264, 2.4145)
H (-1.3741, -1.4497, 2.7846)
H (-1.9080, -2.5842, 1.5253)
C (-2.9866, -1.7700, -1.1017)
H (-4.0699, -1.5819, -1.1596)
H (-2.8460, -2.7026, -0.5450)
H (-2.6196, -1.8992, -2.1273)
C (-2.6599, 1.0954, -2.3640)
H (-3.6974, 1.4669, -2.3582)
H (-2.6095, 0.2400, -3.0462)
H (-2.0216, 1.8861, -2.7770)
C (1.5425, 0.4697, -3.1645)
C (0.4761, 1.2828, -3.3614)
C (-0.1287, 1.4811, -4.7199)
C (-1.0416, 0.3320, -5.2525)
C (-1.0672, -0.9478, -4.4474)
C (0.0151, -1.7302, -4.3183)
C (1.3424, -1.4066, -4.9542)
C (2.1933, -0.2819, -4.2909)
H (0.6643, 1.6656, -5.4702)
H (-0.7223, 0.1207, -6.2930)
H (-0.7297, 2.4080, -4.6924)
H (2.4980, 0.4239, -5.0870)
H (2.0483, 0.4242, -2.1948)
H (0.1194, 1.9548, -2.5698)
H (3.1329, -0.7271, -3.9223)
H (1.9434, -2.3334, -4.9587)
H (-0.0637, -2.7382, -3.8941)
H (1.1966, -1.1262, -6.0150)
H (-2.0728, 0.7223, -5.3210)
H (-2.0614, -1.3036, -4.1387)
P (1.5166, 1.6583, 0.4495)
C (1.4354, 2.7798, 1.9131)
H (2.2052, 3.5578, 1.7931)
H (1.6199, 2.2652, 2.8608)
H (0.4569, 3.2797, 1.9664)
C (3.1372, 0.8340, 0.7121)
H (3.8529, 1.5466, 1.1485)
H (3.5430, 0.4628, -0.2385)
H (3.0089, -0.0084, 1.4077)
C (1.8831, 2.9368, -0.8120)
H (2.1772, 2.4805, -1.7602)
H (2.6806, 3.5988, -0.4556)
H (0.9800, 3.5347, -0.9827)
P (0.8971, -2.0686, -0.3350)
C (-0.1583, -3.3135, -1.1634)
H (0.4426, -4.1895, -1.4429)
H (-0.6024, -2.8793, -2.0672)
H (-0.9570, -3.6335, -0.4847)
C (2.3762, -2.1028, -1.4088)
H (2.0747, -1.9330, -2.4505)
H (2.8780, -3.0758, -1.3306)
H (3.0752, -1.3148, -1.1014)
C (1.4424, -3.0502, 1.1209)
H (1.8131, -4.0326, 0.7901)
H (0.6020, -3.2202, 1.8086)
H (2.2533, -2.5432, 1.6606)
Cl (0.6508, 1.5641, 5.6054)
C (1.1599, -0.0494, 5.8383)
C (1.4714, -0.4844, 7.1173)
C (1.8843, -1.8109, 7.3253)
C (1.9777, -2.7018, 6.2459)
C (1.6569, -2.2810, 4.9668)
C (1.2542, -0.9245, 4.6904)
C (0.9089, -0.5094, 3.4196)
H (1.3762, 0.2084, 7.9510)
H (2.1198, -2.1432, 8.3367)
H (2.2991, -3.7321, 6.4224)
H (1.7219, -2.9734, 4.1201)
H (0.8814, -1.2283, 2.6081)
H (0.8634, 0.5499, 3.1858)

Properties
HOMO-LUMO gap (spin up / spin down), eV: 8.05 / 7.85
Multiplicity: 5
E_LUMO (spin up / spin down), Ha: -0.0601 / -0.1166
Net charge: +1
Electronic energy, Eh: -3737.182559

---

Density functional theory data (the ωB97M-V functional and the def2-TZVPD basis) for a structure of composition C32H31FeN4O5PS at a distorted geometry.

Atoms and positions in Å:
Fe (0.0896, 1.1494, -0.1126)
N (2.7913, -0.2472, -0.7188)
P (1.4653, -0.6940, 0.2671)
C (1.2741, -2.4345, -0.2504)
C (0.0216, -2.8820, -0.6511)
C (-0.1595, -4.2053, -1.0264)
C (0.9140, -5.0806, -1.0069)
C (2.1696, -4.6378, -0.6086)
C (2.3499, -3.3208, -0.2230)
C (2.2398, -0.9705, 1.9077)
C (3.6080, -0.8911, 2.1348)
C (4.1242, -1.1929, 3.3866)
C (3.2778, -1.5650, 4.4210)
C (1.9085, -1.6239, 4.2039)
C (1.3911, -1.3226, 2.9554)
C (2.9909, 1.0354, -1.1846)
C (4.2150, 1.3832, -1.7708)
C (4.4256, 2.6909, -2.1404)
C (3.4193, 3.6309, -1.9281)
C (2.2377, 3.2027, -1.3707)
N (2.0150, 1.9319, -1.0136)
H (3.3094, -0.9693, -1.1927)
H (-0.8048, -2.1826, -0.6759)
H (-1.1372, -4.5494, -1.3387)
H (0.7696, -6.1120, -1.3013)
H (3.0018, -5.3294, -0.5922)
H (3.3213, -2.9868, 0.1228)
H (4.2692, -0.5819, 1.3345)
H (5.1924, -1.1381, 3.5535)
H (3.6852, -1.7995, 5.3956)
H (1.2384, -1.9057, 5.0061)
H (0.3192, -1.3595, 2.7895)
H (4.9741, 0.6245, -1.9053)
H (5.3720, 2.9867, -2.5733)
H (3.5526, 4.6678, -2.1992)
H (1.4180, 3.8902, -1.2007)
C (-2.1271, 2.6912, -3.8785)
C (-3.1619, 1.6490, -3.4584)
C (-2.5684, 0.2443, -3.1935)
C (-3.7040, -0.7057, -2.7719)
C (-3.2232, -2.1154, -2.4377)
C (-1.9668, -0.2582, -4.4961)
O (-2.6404, -0.4866, -5.4769)
N (-0.6059, -0.4183, -4.5120)
C (0.2876, -0.2128, -3.4482)
O (1.4724, -0.4194, -3.6230)
N (-0.2443, 0.2041, -2.2676)
C (-1.5482, 0.3800, -2.0858)
O (-1.9201, 0.7276, -0.9423)
H (-2.6141, 3.6526, -4.0390)
H (-1.6331, 2.4058, -4.8094)
H (-1.3618, 2.8246, -3.1106)
H (-3.9115, 1.5385, -4.2429)
H (-3.6597, 1.9711, -2.5432)
H (-4.4123, -0.7452, -3.5995)
H (-4.2040, -0.2704, -1.9065)
H (-2.6552, -2.5458, -3.2656)
H (-4.0734, -2.7669, -2.2377)
H (-2.5899, -2.1075, -1.5494)
H (-0.1926, -0.7367, -5.3765)
O (-3.7646, 2.1499, 7.1713)
C (-3.3907, 1.1799, 6.3083)
O (-3.7812, 0.0582, 6.4797)
C (-2.5367, 1.5849, 5.1564)
C (-2.4961, 0.7419, 4.0483)
C (-1.7458, 1.0741, 2.9393)
C (-0.9994, 2.2582, 2.9143)
S (-0.0331, 2.7192, 1.5355)
C (-1.0184, 3.0904, 4.0351)
C (-1.7802, 2.7572, 5.1382)
H (-3.4647, 3.0165, 6.8840)
H (-3.0753, -0.1720, 4.0732)
H (-1.7376, 0.4337, 2.0658)
H (-0.4252, 3.9952, 4.0201)
H (-1.7436, 3.4015, 6.0099)

Properties
HOMO-LUMO gap (spin up / spin down), eV: 8.12 / 7.84
Multiplicity: 5
E_LUMO (spin up / spin down), Ha: 0.0145 / -0.0033
Electronic energy, Eh: -3836.680127

---

Density functional theory data (the ωB97M-V functional and the def2-TZVPD basis) for a cluster of 2 separate species, C2H5ClOS in total at a distorted geometry.

Atoms and positions in Å:
O (2.4468, 0.3380, 1.6990)
S (2.9317, 1.1544, 0.4286)
Cl (2.9269, -0.2440, -0.9955)
H (3.1717, 0.0606, 2.2327)
C (-2.1989, -0.8415, -0.4009)
C (-1.5859, 0.3070, -0.7869)
H (-2.5555, -1.5814, -1.0734)
H (-2.3351, -0.9649, 0.6597)
H (-1.3238, 0.7039, -1.7399)
H (-1.4778, 1.0681, -0.0233)

Properties
SMILES: OSCl.C=C
Energy above the lowest of the compared OMol25 structures with the same formula, charge and spin, kJ/mol: 152.17
HOMO-LUMO gap, eV: 9.40
E_LUMO, Ha: 0.0157
Electronic energy, Eh: -1012.750540

---

Question: Which of these has the highest electronic energy?
Answer: CH3NOS

---

Question: Among the records above, which one has the lowest electronic energy?
Answer: C32H31FeN4O5PS

---

Question: The highest electronic energy belongs to which entry?
Answer: CH3NOS

---

Question: electronic energy of number 4 (C2H5ClOS)?
Answer: -1012.750540 Eh